Here is a 2-piece molecular cluster, C2H2FNO2 overall from the Open Molecules 2025 dataset. Energies are from ωB97M-V/def2-TZVPD.

The geometry in ORCA input format:
```
! RIJCOSX wB97M-V def2-TZVPD def2/J DEFGRID3
* xyz 0 1
O 1.51419 -1.81167 0.16262
C 2.14899 -0.94530 -0.20806
O 2.81800 -0.10156 -0.55194
C -1.71014 0.33103 0.13249
N -1.04928 1.30578 -0.30986
F 0.20095 1.52701 0.26725
H -1.36612 -0.33861 0.86153
H -2.55659 0.03332 -0.35404
*
```

Results
SMILES: O=C=O.C=NF
DFT total energy in Eh: -382.4502
Max |F| in Eh/bohr: 0.0636
Orbital gap in eV: 12.0
E_HOMO in eV: -11.37
Lowest unoccupied orbital energy in eV: 0.6
Relative energy (zero: lowest compared OMol25 entry of this formula, charge and spin) in kcal/mol: 50.3